11 unconnected molecules or ions with the total composition C10H40N20O14S at a distorted geometry. Source: the OMol25 dataset; level of theory: ωB97M-V/def2-TZVPD.

Geometry as ORCA input:
```
! wB97M-V def2-TZVPD RIJCOSX def2/J DEFGRID3
* xyz -2 1
N -34.0813 -22.5151 6.8324
H -34.6730 -24.5476 7.7650
H -39.1665 -24.3076 6.9515
O -36.7151 -23.6057 11.7824
N -39.8389 -23.6442 6.5797
N -35.8690 -30.3362 7.3165
N -40.1122 -27.1707 5.9664
O -33.1622 -28.8143 10.6775
N -33.5148 -25.5605 4.8293
N -38.9160 -28.9852 6.1735
C -40.1217 -28.4984 6.2400
N -35.4334 -28.7445 10.2531
H -35.7328 -25.7074 11.3469
N -36.4698 -29.0921 3.8174
H -34.5252 -23.2393 6.2900
N -37.6991 -27.5007 3.0193
H -36.6680 -24.1987 5.3886
H -34.0966 -24.3326 9.4110
H -35.7615 -25.6421 3.8795
H -34.8898 -27.9144 8.2863
C -37.1557 -28.6538 2.7395
H -35.7892 -28.9959 11.1591
H -40.6547 -23.9335 6.0678
H -32.5482 -25.4785 5.1072
O -33.2753 -21.9325 8.8756
H -37.9688 -21.1664 7.3604
O -37.8703 -31.3141 7.5489
O -37.8467 -22.4951 2.9386
O -36.5274 -27.2546 7.9677
H -37.3440 -24.4722 8.8611
H -36.7341 -28.5203 4.5983
H -36.5447 -33.3254 7.3040
H -35.0718 -32.3390 7.0292
H -37.9083 -22.8658 7.5851
N -38.1396 -24.5866 3.6861
N -40.0501 -26.4955 9.1515
C -37.5688 -23.3666 3.7323
H -38.0752 -25.3223 4.3694
H -34.1258 -21.5603 6.5171
C -33.7609 -22.7779 8.0881
O -32.8859 -26.0961 2.7093
H -39.1886 -26.7664 5.8697
O -37.8101 -25.2684 7.5828
O -41.1388 -29.1084 6.5784
O -35.6372 -25.4165 6.6474
H -35.3115 -26.3553 2.4016
H -39.3794 -26.0388 8.5536
H -39.0416 -24.4806 3.2424
C -36.7138 -31.3756 7.2194
C -34.1377 -28.6944 9.9279
H -36.1314 -30.0389 3.8481
H -38.3692 -27.2103 2.3252
O -37.2978 -26.6780 5.7080
H -40.9877 -26.6770 5.9371
C -39.5332 -22.3563 6.5987
H -36.0634 -28.5005 9.5110
H -38.1809 -28.3462 5.9047
H -37.9780 -28.1750 10.7604
O -40.4332 -28.0727 10.6418
N -38.3635 -27.8753 9.8815
N -34.1532 -24.0154 8.4580
O -37.4445 -29.2952 1.7419
N -35.0254 -25.8604 3.2305
N -33.9782 -28.1492 8.6823
H -37.8716 -22.9735 9.6673
H -38.7337 -29.8813 6.6067
C -33.7118 -25.8611 3.5440
H -34.8772 -30.3970 7.4759
N -36.0608 -32.5134 6.9534
H -40.9181 -25.9947 9.0692
H -36.2687 -29.4131 7.2358
C -36.6991 -24.1889 10.7033
N -38.4175 -22.0602 7.2600
H -36.0846 -25.7236 9.5534
N -36.0381 -25.3172 10.4679
C -39.6463 -27.4946 9.9070
N -37.2407 -23.7560 9.5919
H -34.1365 -25.5523 5.6317
O -40.2068 -21.5330 5.9947
H -36.2155 -22.5634 4.9732
H -33.0633 -27.8300 8.4148
H -37.6492 -27.2291 3.9923
N -36.7244 -23.4067 4.7575
H -37.6675 -27.5355 9.2104
S -36.8415 -26.1710 7.0179
*
```

The value obtained for the energy relative to the best compared isomer or geometry (same formula, charge and spin) is 373.6 kJ/mol. The LUMO energy is 0.1418 Ha. As for the calculated total energy: -80335.417 eV. As for the largest force on an atom: 4.04 eV/A. The HOMO-LUMO gap is 8.9 eV.

10 unconnected molecules or ions with the total composition C10H40O10 at a distorted geometry. Source: the OMol25 dataset; level of theory: ωB97M-V/def2-TZVPD.

Geometry as ORCA input:
```
! wB97M-V def2-TZVPD RIJCOSX def2/J DEFGRID3
* xyz 0 1
H 1.2291 0.2951 -1.3894
H -0.0401 3.4141 -1.5820
H -0.9078 -2.7676 2.6751
H -1.6150 -1.8706 -2.2838
H -2.2573 2.9646 0.0516
C 2.1735 -2.7292 2.4431
O -1.7770 1.3246 3.3804
H 0.6249 -1.9542 3.8014
C -0.3393 -0.5960 -0.4950
H 1.2917 -2.5658 -5.2471
C 0.9269 -2.8726 3.2933
H 1.3530 0.1709 -3.8583
H 0.0957 5.1145 -2.0614
O -2.4204 -1.5042 2.7684
H 1.4879 0.0905 0.3716
H -1.7766 -0.9287 3.1927
H 1.1376 -4.0405 -1.7017
H -0.3206 1.9476 1.9304
H 2.4624 -3.6731 1.9871
H 1.5038 4.2056 -1.4971
O 1.4278 -3.7094 -0.8449
H 3.3472 -2.2451 -4.4710
O 1.7674 -1.8682 -5.7073
H -2.2782 1.9684 2.8720
H 0.4392 1.4190 -0.1689
H 3.4926 -0.7375 -5.2380
C -0.5033 1.2211 2.7237
H -1.4810 -2.8910 -3.4345
H -4.2742 -0.1694 -0.7078
C 0.1121 4.6729 0.0792
H 0.9669 -4.2614 -0.1999
H -0.4257 0.2047 2.3264
H 0.3907 5.7131 0.2859
C 0.4385 4.3724 -1.3415
O -2.1338 -2.4290 -2.8987
O -1.3430 -0.2288 -1.4378
O -0.1526 -3.3406 2.4844
H 0.0846 -1.5536 -0.8032
O -1.2826 4.4889 0.3083
H 2.0828 -1.9304 1.7020
H 1.5519 1.0217 3.1721
H -0.8356 -0.8243 0.4551
H -4.3272 -0.0925 -2.2292
H 0.4840 0.6237 4.5238
O -2.7322 2.1031 0.0349
H 1.1916 -3.6264 4.0454
O -4.3570 -0.7164 -1.4956
H -3.2012 -0.9522 2.6754
H -3.4330 2.1843 0.6903
C 0.7876 0.4135 -0.4008
C 2.1283 -0.5631 -3.6668
H 3.0347 -2.3993 3.0368
H 2.9300 -0.1004 -3.0815
H -1.8680 0.5120 -1.1149
C 2.7373 -1.3889 -4.7782
H 0.7343 4.0208 0.7031
C 0.6405 1.3206 3.6939
H 1.7283 -1.3044 -2.9559
H -1.4864 4.7560 1.2109
H 0.7844 2.2908 4.1735
*
```

The value obtained for the energy relative to the best compared isomer or geometry (same formula, charge and spin) is 106.9 kJ/mol. The LUMO energy is -0.0095 Ha. As for the calculated total energy: -31492.041 eV. As for the largest force on an atom: 2.43 eV/A. The HOMO-LUMO gap is 9.7 eV. Its SMILES is CCO.CCO.CCO.CCO.CCO.O.O.O.O.O.

10 unconnected molecules or ions with the total composition C10H40O10 at a distorted geometry. Source: the OMol25 dataset; level of theory: ωB97M-V/def2-TZVPD.

Geometry as ORCA input:
```
! wB97M-V def2-TZVPD RIJCOSX def2/J DEFGRID3
* xyz 0 1
H -2.3126 -4.3899 2.7028
O 4.3017 1.4263 7.6468
C 1.7023 1.6899 -4.8630
H 1.3031 -3.0949 -0.1286
O -1.0884 3.0113 -3.2698
O -0.7522 -3.4566 3.7814
C 2.7762 -3.0668 -3.4051
H -1.3051 -2.6793 3.6986
H 0.9276 -1.0974 2.2447
O 1.1017 -0.3328 -0.9360
C -1.9179 3.0187 1.8961
H -4.2723 0.5172 -0.8142
H -1.7154 2.6988 -2.5999
H 0.4999 0.2861 3.2166
H 0.1164 -4.1497 0.5430
H -2.4855 -4.5260 4.4238
H -2.6912 -0.0543 -1.4690
H 0.5334 0.3192 1.3724
H -2.5622 2.7270 2.7293
H 0.0871 0.6502 -5.1243
H 3.7494 -2.9235 -3.8419
H -1.1955 -5.4242 3.6115
H -0.0663 -1.5219 -0.2482
H 0.9216 1.3778 -2.0124
H -0.9969 -1.5282 1.7961
C 0.2473 -3.4484 -0.2510
C -1.7388 -4.5140 3.6307
H -3.8252 0.6128 -2.5800
H 1.8492 -1.4384 -4.0085
H -1.9528 4.6617 -2.6964
O -1.7584 1.9140 1.0504
H 2.8998 -3.5448 -2.4374
H -1.7108 4.5978 -4.4800
O -0.5766 -2.3281 -0.0314
H 2.2527 1.4474 7.4562
O -1.0280 -0.7344 2.2911
H 3.1060 0.4594 6.1203
C 0.2245 0.6127 -1.5588
H 2.0213 2.2244 -5.7489
H 0.1231 -3.9386 -1.1686
C 0.2839 -0.1726 2.2513
C -3.4821 0.6913 -1.5349
H -0.3086 1.1485 -0.7812
O 2.1580 -1.8157 -3.1776
H -0.3692 0.1146 -2.3704
C 3.1193 0.8185 7.2190
H -2.3554 3.8535 1.3802
H -0.2802 4.8988 -3.4750
H 1.0049 2.2881 -4.2459
O -2.9484 2.0121 -1.3986
H 2.5187 1.2874 -4.2487
H -0.8657 3.2552 2.1867
H 2.9981 -0.1030 7.9302
H 2.1376 -3.8210 -3.9925
O 1.0128 0.4727 -5.1734
H -2.5147 2.1440 -0.5550
C -1.2433 4.3709 -3.5471
H -1.8264 1.0298 1.5144
H 4.5481 2.1723 7.1257
H 1.6205 -0.7061 -1.6457
*
```

The value obtained for the energy relative to the best compared isomer or geometry (same formula, charge and spin) is 401.2 kJ/mol. The LUMO energy is 0.0238 Ha. As for the calculated total energy: -31488.990 eV. As for the largest force on an atom: 4.45 eV/A. The HOMO-LUMO gap is 10.7 eV. Its SMILES is CO.CO.CO.CO.CO.CO.CO.CO.CO.CO.

10 unconnected molecules or ions with the total composition C10H40O10 at a distorted geometry. Source: the OMol25 dataset; level of theory: ωB97M-V/def2-TZVPD.

Geometry as ORCA input:
```
! wB97M-V def2-TZVPD RIJCOSX def2/J DEFGRID3
* xyz 1 2
H 3.0882 -1.6434 -3.1729
O 2.2663 -1.3461 -2.7758
H -2.8990 -2.0531 3.0325
H -0.4353 0.2022 -0.3878
O -4.1243 1.5656 -2.7654
H 1.8493 -1.7367 -4.7294
H 1.2336 -0.1618 -0.5829
H 1.3074 -0.1638 -4.0748
C -3.1936 0.5442 -3.1660
H -1.9180 -0.9600 1.9801
O 1.9628 2.8183 -2.4935
C -2.2896 -1.1505 2.9869
H -0.5717 3.5489 3.9799
H 0.6801 2.4018 4.3922
H 0.9335 -3.8070 2.1111
H 1.0319 -5.1857 -1.6501
H -2.0839 1.7008 4.2231
C -2.5571 -2.5311 -1.8904
H 1.1040 -2.7259 -1.5516
H 0.9685 -2.0462 1.8946
H 0.4541 -1.5952 -3.6334
H 1.3210 2.7510 -1.7828
H 2.3610 -2.7196 2.3854
H -4.6118 1.3720 -1.9614
H -1.2856 -2.5436 -0.4183
H -1.0638 -0.2054 4.1557
C 1.4538 -1.2212 -3.8543
C 0.5575 0.5279 -0.0775
H 1.1951 1.9293 -4.2113
H 1.6094 5.6104 2.3878
H 2.5343 4.1500 3.0898
O 0.8551 1.9379 -0.1114
H 2.4067 4.4346 1.4266
C 1.2914 -2.8681 2.5336
O -1.3373 -1.1157 4.0211
O -1.1966 1.5637 4.5630
H -2.6183 -3.6189 -1.8604
H 0.5797 0.2633 0.9797
C 1.3283 2.8988 -3.7312
C -0.3088 2.4918 3.9426
H -2.4327 0.9742 -3.8173
H 1.4759 -4.7125 0.0016
H -2.6106 0.2534 -2.2921
H -0.0430 -5.1388 -0.3703
O 0.3942 -3.2059 -1.1187
C 0.7633 -4.5494 -0.8069
H 2.0560 3.4389 -4.3369
H -3.6147 -0.3511 -3.6233
H 0.1997 -2.1525 4.1030
O 0.9237 -2.7602 3.9349
H 0.8225 2.3742 0.7431
H -1.7367 -2.1861 -2.5197
H -3.0065 -0.3324 3.0562
O 3.6794 5.6755 2.4118
H -0.2663 2.3121 2.8683
H 0.3375 3.3412 -3.6275
O -2.1650 -2.1860 -0.5608
H -3.4808 -2.0917 -2.2671
C 2.4910 4.9696 2.3725
H 4.3350 5.0145 2.6456
*
```

The value obtained for the energy relative to the best compared isomer or geometry (same formula, charge and spin) is 205.3 kJ/mol. The LUMO energy (spin up / spin down) is -0.1176 / -0.3663 Ha. As for the calculated total energy: -31478.059 eV. As for the largest force on an atom: 2.60 eV/A. The HOMO-LUMO gap (spin up / spin down) is 8.5 / 1.6 eV.

A molecular structure, C10H4AuBrNO5. Source: the OMol25 dataset; level of theory: ωB97M-V/def2-TZVPD.

Geometry as ORCA input:
```
! wB97M-V def2-TZVPD RIJCOSX def2/J DEFGRID3
* xyz -1 1
H 0.4743 3.7189 3.0030
H 0.4001 3.7528 0.5146
C 0.0040 -3.2706 -1.8277
O 2.3580 -2.7157 -1.6024
O 1.4239 -0.0001 -2.3376
C -0.2546 0.6066 0.9492
C 0.2224 2.8402 1.0632
C 1.2046 -2.3750 -1.8522
Br 0.0295 1.5311 4.9693
Au -0.0393 1.7234 -2.0395
C -0.2141 0.4711 2.3247
C -1.2074 -2.3904 -1.8800
O -1.4447 -0.0315 -2.4571
O 0.0113 -4.4897 -1.7583
C 0.7079 -1.0449 -2.1787
C 0.0346 1.6102 3.0773
N -0.0528 1.7671 0.3334
H -0.4600 -0.2409 0.3139
C 0.2709 2.8219 2.4415
H -0.3876 -0.4848 2.7914
C -0.7229 -1.0601 -2.2256
O -2.3572 -2.7401 -1.6224
*
```

The value obtained for the energy relative to the best compared isomer or geometry (same formula, charge and spin) is 77.4 kJ/mol. The LUMO energy is 0.0720 Ha. As for the calculated total energy: -95896.730 eV. As for the largest force on an atom: 0.95 eV/A. The HOMO-LUMO gap is 5.6 eV.

A molecular structure, C10H4B2Br2F24O17P4VZr at a distorted geometry. Source: the OMol25 dataset; level of theory: ωB97M-V/def2-TZVPD.

Geometry as ORCA input:
```
! wB97M-V def2-TZVPD RIJCOSX def2/J DEFGRID3
* xyz 0 2
C 0.5679 -2.4721 -0.8346
F 2.3491 -0.9982 4.6884
F 3.7210 -1.3865 2.6508
Br 7.0788 3.1921 -0.1143
P -3.0645 3.0780 -2.9757
Br 3.8504 4.1618 -0.0404
F -1.2073 1.9062 1.5064
O 0.4001 -4.8525 -0.5978
C 0.3394 -3.9004 -1.3413
F 0.4041 -0.2994 4.0750
C -0.9389 -1.5961 -4.8997
F 0.6002 0.1313 1.5638
O -2.5685 -4.1700 2.5943
F -2.3999 2.1920 -1.7676
C -5.3717 -0.4499 -0.5723
O 0.2335 -1.7340 -1.7696
C -5.8666 -0.0606 0.8446
P 0.1329 1.4950 0.7327
C 4.3988 2.3253 -0.6115
O -5.8275 -0.1101 -1.6260
F -0.1549 2.7998 -0.2127
F 1.5203 1.2853 -0.1000
O -3.3338 -1.4700 -4.5191
O -4.2949 -1.1761 -0.3089
O -6.7645 0.7040 1.0625
C 5.7445 2.2964 -1.2460
O -5.1018 -0.6012 1.7723
O -0.9483 -1.0474 -5.9850
O -1.8867 -2.3177 -2.9449
H 4.3819 1.7575 0.3162
F 2.8639 -0.7276 0.7960
B -0.3744 -2.5020 -2.9132
O -2.6050 -0.8512 1.5136
F -3.7945 1.7794 -3.6132
B -3.9951 -1.3177 1.1404
F -1.9339 2.6971 -3.9844
C -2.2473 -1.8249 -4.1536
P 1.6453 0.4828 4.6820
F 3.0469 1.0722 5.1231
F -2.1864 4.2313 -2.2374
F -4.3198 3.1886 -1.9427
F 5.2906 -0.5202 1.1709
F 0.8276 1.8608 4.5160
O -0.7893 -1.7492 2.4592
F 1.1871 0.3546 6.1745
F -0.7056 0.6275 -0.2493
C -2.8618 -3.0835 2.1220
F 2.2782 0.4492 3.1552
F -3.8555 4.0565 -3.9099
H 5.8096 2.7328 -2.2409
F 1.0031 2.3352 1.8349
O 0.1006 -1.9775 -4.1872
P 4.1984 -1.6805 1.1057
H 3.6833 1.8937 -1.3104
H 6.1584 1.2925 -1.3357
O -1.4144 4.9680 0.4279
F 5.1942 -2.8216 1.6645
O -3.9669 -2.7209 1.5719
Zr 1.4870 -1.6920 2.4854
O 0.0190 -3.8493 -2.5944
C -1.9284 -1.8480 2.0277
F 3.0639 -2.8273 1.3668
V -2.1637 3.6743 0.0426
O 0.8970 -2.2064 0.3466
F 4.3945 -2.1793 -0.3939
*
```

The LUMO energy (spin up / spin down) is -0.2254 / -0.2043 Ha. As for the calculated total energy: -316050.951 eV. As for the largest force on an atom: 6.68 eV/A. The HOMO-LUMO gap (spin up / spin down) is 3.5 / 4.1 eV.

A molecular structure, C10H5Cl5O5Pd at a distorted geometry. Source: the OMol25 dataset; level of theory: ωB97M-V/def2-TZVPD.

Geometry as ORCA input:
```
! wB97M-V def2-TZVPD RIJCOSX def2/J DEFGRID3
* xyz 0 3
C 0.7259 1.8742 -2.1027
H -0.8226 -3.3625 1.6958
C 1.4024 -2.2247 1.5727
C -1.9762 -2.1683 0.3530
H 1.2256 -3.2888 1.7388
O -3.2769 -2.1721 0.7070
H 1.7365 -1.7562 2.5011
C 2.4746 -2.0096 0.5362
Cl 1.5536 0.8078 -3.1639
O 2.1313 -1.6747 -0.7103
O 3.6579 -2.2207 0.8623
O 0.1498 -1.6060 1.1929
C -0.6455 3.3446 -0.1563
Cl 0.3607 5.7022 -0.9864
Pd 0.3282 -0.7651 -1.1957
H -1.5101 -1.8828 2.4312
O -1.6148 -2.0913 -0.8444
C 0.8835 3.2825 -2.0720
C -1.0481 -2.2990 1.5289
C -0.7799 1.9189 -0.2392
C 0.1891 4.0211 -1.0838
H -3.7889 -2.0163 -0.1203
Cl 1.9247 4.0838 -3.1539
Cl -1.7261 1.0541 0.8647
Cl -1.4532 4.2342 1.0597
C -0.1016 1.2148 -1.2155
*
```

The value obtained for the energy relative to the best compared isomer or geometry (same formula, charge and spin) is 0.0 kJ/mol. The LUMO energy (spin up / spin down) is 0.0022 / -0.0760 Ha. As for the calculated total energy: -86778.153 eV. As for the largest force on an atom: 3.20 eV/A. The HOMO-LUMO gap (spin up / spin down) is 9.2 / 7.1 eV.

A molecular structure, C10H5F7N2O6Os at a distorted geometry. Source: the OMol25 dataset; level of theory: ωB97M-V/def2-TZVPD.

Geometry as ORCA input:
```
! wB97M-V def2-TZVPD RIJCOSX def2/J DEFGRID3
* xyz 0 5
O 1.9751 0.0000 0.0000
H 0.0000 1.7249 0.0000
F -2.1642 -2.0333 1.2236
O -1.6865 2.6492 -2.5357
C 2.7896 0.8235 -0.7064
C 2.3112 1.8806 -1.6567
C 0.9500 2.1049 -1.9238
F -0.5705 -1.1948 2.3659
F -2.5844 0.6050 -1.1575
H 1.0454 0.0347 2.4986
F -2.1642 -2.1399 -1.0260
Os 0.0000 0.0000 0.0000
F -0.6484 1.1544 2.3659
C -2.1288 0.0000 0.0000
C 1.5041 3.8926 -3.4627
H 4.3163 2.5320 -2.1275
O 3.5222 5.3538 -4.6434
C 0.5321 3.1053 -2.8221
F -2.5844 0.7117 1.0951
O 5.0183 4.3292 -3.6693
C 2.8732 3.6932 -3.2189
F -4.0130 -1.4535 0.0689
C 3.2615 2.6865 -2.3163
O 3.9924 0.6826 -0.5461
H 0.1985 1.5146 -1.4484
C -2.6299 -1.4345 0.0680
N 3.8546 4.4999 -3.8772
N -0.8597 3.3177 -3.0800
C 0.0000 0.0000 2.1288
O -1.2120 4.1668 -3.8426
H 1.1931 4.6642 -4.1552
*
```

The value obtained for the energy relative to the best compared isomer or geometry (same formula, charge and spin) is 0.0 kJ/mol. The LUMO energy (spin up / spin down) is -0.0798 / -0.1259 Ha. As for the calculated total energy: -47192.479 eV. As for the largest force on an atom: 3.25 eV/A. The HOMO-LUMO gap (spin up / spin down) is 5.8 / 7.7 eV.